Entry 1:
273
Properties=species:S:1:pos:R:3 method="wB97M-V/def2-TZVPD" multiplicity=1 homo_energy_ev=-11.45 total_charge=+7 max_force_ev_per_a=3.99 e_tot_ev=-310834.67103 orbital_gap_ev=3.495
C 5.5738 0.9077 6.6571
C 5.6721 -0.5588 6.2915
C 6.4690 -1.1419 7.4700
N 6.4140 -2.7219 7.1889
C 4.9999 -3.2182 7.5471
C 6.7386 -3.1001 5.7900
C 7.3825 -4.4599 5.7809
C 7.8075 -4.7161 7.2324
C 7.5051 -3.4601 8.0083
H 6.5025 1.3587 7.0067
H 4.8474 0.9391 7.4691
H 5.1592 1.4971 5.8393
H 6.2861 -0.6365 5.3943
H 4.6708 -0.9449 6.1006
H 5.8804 -0.9928 8.3752
H 7.4716 -0.7497 7.6410
H 4.2717 -2.9096 6.7971
H 4.8165 -2.8536 8.5578
H 5.0671 -4.3051 7.5948
H 5.8290 -2.9968 5.1983
H 7.4439 -2.3691 5.3946
H 6.6314 -5.1378 5.3755
H 8.3672 -4.4129 5.3160
H 7.3203 -5.6243 7.5873
H 8.8554 -4.8915 7.4761
H 7.0988 -3.5420 9.0164
H 8.3299 -2.7627 7.8619
C -12.8275 7.0727 -0.1158
C -12.3446 6.2819 -1.4215
C -12.8970 4.7927 -1.5383
N -12.3739 3.9854 -2.7390
C -10.8942 3.7564 -2.7751
C -12.7862 4.7986 -4.0125
C -14.2318 4.4768 -4.2612
C -14.4423 3.0883 -3.6944
C -13.1416 2.6891 -2.9542
H -12.7275 8.1526 -0.0065
H -12.2071 6.5895 0.6391
H -13.8573 6.7768 0.0841
H -11.2560 6.3377 -1.4248
H -12.8119 6.9433 -2.1510
H -13.9819 4.7141 -1.6095
H -12.5602 4.1883 -0.6961
H -10.7125 3.3065 -1.7990
H -10.4218 4.7386 -2.7582
H -10.6710 3.1919 -3.6804
H -12.1169 4.3510 -4.7472
H -12.4654 5.8403 -4.0045
H -14.2315 4.5837 -5.3459
H -14.7874 5.2586 -3.7435
H -14.5840 2.5140 -4.6100
H -15.3255 2.9279 -3.0761
H -12.5961 1.9702 -3.5655
H -13.3720 2.1961 -2.0098
C 15.0130 4.7174 -1.8366
C 13.6452 4.5899 -1.1528
C 12.5054 5.3602 -1.8688
N 11.0395 4.9053 -1.5659
C 10.7655 5.4536 -0.1539
C 10.9293 3.4061 -1.6880
C 9.6704 3.2057 -2.4463
C 9.5977 4.2847 -3.4678
C 9.9768 5.4763 -2.5783
H 15.2288 5.7654 -2.0443
H 14.9690 4.3470 -2.8609
H 15.7247 4.1903 -1.2012
H 13.6493 5.0262 -0.1539
H 13.4086 3.5263 -1.1225
H 12.6569 5.3564 -2.9482
H 12.4154 6.4152 -1.6102
H 10.6370 6.5108 -0.3863
H 11.6370 5.4025 0.4987
H 9.8283 5.0480 0.2272
H 11.1071 2.9673 -0.7062
H 11.6798 3.2631 -2.4654
H 8.9033 3.4181 -1.7016
H 9.7124 2.2132 -2.8950
H 8.6005 4.4098 -3.8897
H 10.2399 4.0348 -4.3124
H 9.1768 5.7995 -1.9122
H 10.2342 6.3932 -3.1085
C -0.6256 7.5359 -9.1877
C -1.2492 8.0741 -10.4907
C -2.8178 8.2706 -10.3503
N -3.5650 8.4264 -11.6687
C -3.1366 9.6181 -12.4213
C -3.6974 7.0784 -12.4901
C -5.0078 7.2385 -13.3611
C -5.8011 8.3168 -12.6101
C -5.0135 8.6504 -11.3950
H 0.4232 7.2557 -9.2861
H -1.2091 6.6873 -8.8306
H -0.6829 8.1814 -8.3112
H -1.1084 7.3044 -11.2496
H -0.7546 8.9837 -10.8313
H -3.0704 9.2071 -9.8530
H -3.1799 7.4481 -9.7336
H -2.1516 9.3845 -12.8255
H -3.1484 10.4787 -11.7524
H -3.7994 9.7314 -13.2792
H -2.7955 6.9368 -13.0856
H -3.8203 6.3048 -11.7321
H -4.8743 7.4590 -14.4201
H -5.5958 6.3223 -13.4158
H -5.9210 9.1617 -13.2883
H -6.7839 7.8722 -12.4538
H -5.3131 9.5366 -10.8357
H -5.3044 7.8075 -10.7681
C -7.8580 4.8677 13.3295
C -7.5173 4.1785 11.9320
C -8.7197 3.2453 11.7031
N -8.8913 2.6719 10.2301
C -8.9786 3.7055 9.1079
C -10.2362 1.8795 10.2146
C -9.9663 0.5898 10.9323
C -8.5875 0.1513 10.4919
C -7.9734 1.4990 9.9370
H -8.0349 4.2037 14.1756
H -8.5825 5.6392 13.0688
H -7.1086 5.4741 13.8383
H -6.5021 3.7857 11.9876
H -7.4653 4.9073 11.1231
H -9.6384 3.8272 11.7772
H -8.7852 2.3968 12.3843
H -9.4470 3.4101 8.1691
H -8.0341 4.2039 8.8901
H -9.5342 4.5455 9.5250
H -10.3802 1.5101 9.1993
H -11.0786 2.4300 10.6336
H -10.6833 -0.1730 10.6286
H -9.9638 0.5527 12.0216
H -8.5919 -0.7164 9.8323
H -7.9678 -0.2136 11.3110
H -7.8028 1.5548 8.8618
H -7.0361 1.6451 10.4739
C 13.9200 -9.1376 -5.3390
C 12.7653 -9.1513 -4.3533
C 12.1519 -7.7195 -4.0898
N 11.7073 -7.5171 -2.6343
C 13.0022 -7.4713 -1.7727
C 10.8426 -6.2363 -2.4592
C 9.3195 -6.7735 -2.6624
C 9.4243 -8.2525 -2.6248
C 10.8052 -8.6282 -2.0971
H 13.4374 -8.8776 -6.2811
H 14.1589 -10.1706 -5.5919
H 14.7334 -8.4123 -5.3188
H 13.0103 -9.7060 -3.4476
H 11.9296 -9.7510 -4.7139
H 11.1933 -7.6323 -4.6013
H 12.7610 -6.8651 -4.3848
H 13.7113 -8.2471 -2.0613
H 12.7543 -7.6148 -0.7210
H 13.5245 -6.5270 -1.9263
H 11.0334 -5.7287 -1.5137
H 11.1406 -5.5117 -3.2169
H 8.6999 -6.4476 -1.8270
H 8.7390 -6.2014 -3.3861
H 8.6371 -8.7525 -2.0606
H 9.2414 -8.5597 -3.6545
H 10.8231 -8.5134 -1.0133
H 11.1303 -9.6377 -2.3489
C 0.8936 -0.6508 -2.7586
C -0.4829 -0.8696 -2.0724
C -0.9206 0.3109 -1.2525
N -2.1381 0.0587 -0.3848
C -3.3320 -0.5302 -1.1403
C -2.5311 1.2779 0.4277
C -2.1264 1.0650 1.8102
C -2.2352 -0.3746 2.0457
C -1.6622 -0.9320 0.7535
H 1.5958 -0.7357 -1.9293
H 1.1858 0.2472 -3.3030
H 1.1905 -1.5372 -3.3192
H -0.3212 -1.7116 -1.3994
H -1.0703 -1.1192 -2.9560
H -1.0981 1.1902 -1.8718
H -0.0535 0.6046 -0.6609
H -4.1528 -0.6666 -0.4362
H -3.1430 -1.5536 -1.4645
H -3.6758 -0.0026 -2.0300
H -3.6134 1.3662 0.3334
H -2.0895 2.1560 -0.0433
H -2.6405 1.7586 2.4756
H -1.0671 1.3024 1.9081
H -3.2936 -0.5811 2.2050
H -1.7166 -0.7518 2.9271
H -1.7732 -1.9906 0.5186
H -0.5777 -0.8235 0.7682
C -1.3669 9.4928 6.8761
C -1.7449 9.5565 5.3803
C -2.8161 10.6568 5.0525
N -3.0928 10.8638 3.5253
C -3.4033 9.5002 2.9159
C -1.8850 11.4516 2.7780
C -2.3451 12.0767 1.5668
C -3.7555 12.6714 1.9257
C -4.1294 11.8902 3.2134
H -0.7482 8.6151 7.0628
H -2.2321 9.4008 7.5326
H -0.8295 10.3620 7.2553
H -2.1114 8.5861 5.0455
H -0.8621 9.6685 4.7509
H -2.5615 11.6238 5.4864
H -3.7989 10.3335 5.3955
H -3.8858 9.6593 1.9515
H -4.2495 9.2477 3.5549
H -2.4681 8.9410 2.8902
H -1.0809 10.7237 2.6701
H -1.6267 12.2440 3.4804
H -2.2697 11.2034 0.9190
H -1.6953 12.8633 1.1832
H -4.2970 12.4348 1.0097
H -3.5885 13.7150 2.1924
H -5.0816 11.3734 3.0933
H -4.1217 12.5921 4.0473
C 2.1141 -7.9373 -9.6974
C 3.2435 -8.3676 -10.6389
C 3.8856 -9.6365 -10.1331
N 4.8326 -10.3836 -11.1362
C 5.9960 -9.5154 -11.7863
C 5.3382 -11.6689 -10.3983
C 5.2062 -12.8450 -11.4594
C 3.7715 -12.4751 -11.8677
C 3.9878 -11.0642 -12.2968
H 2.4937 -7.5366 -8.7574
H 1.3105 -8.6542 -9.5291
H 1.6125 -7.0699 -10.1264
H 4.0726 -7.6610 -10.6028
H 2.8362 -8.5026 -11.6409
H 3.1069 -10.3532 -9.8720
H 4.5572 -9.3863 -9.3119
H 6.5530 -9.0252 -10.9878
H 5.4839 -8.7312 -12.3438
H 6.5227 -10.2524 -12.3925
H 6.3957 -11.5333 -10.1720
H 4.7689 -11.9784 -9.5218
H 5.9423 -12.8059 -12.2624
H 5.2035 -13.8245 -10.9811
H 3.4434 -13.1348 -12.6710
H 3.1170 -12.6820 -11.0210
H 4.5601 -11.0537 -13.2244
H 3.0798 -10.4889 -12.4776
C -5.9241 -12.3222 10.7714
C -5.0661 -11.7618 9.6208
C -4.4232 -10.4597 10.0031
N -3.9113 -9.6807 8.7789
C -2.8182 -10.5190 8.0506
C -3.3879 -8.3752 9.3466
C -3.4923 -7.3367 8.1798
C -4.4456 -7.9263 7.1093
C -5.0686 -9.1822 7.8631
H -5.3560 -12.5747 11.6668
H -6.3787 -13.2621 10.4584
H -6.7136 -11.6156 11.0274
H -5.7281 -11.5969 8.7707
H -4.1861 -12.3457 9.3509
H -3.6931 -10.8045 10.7353
H -5.1451 -9.8201 10.5110
H -2.1881 -9.7821 7.5525
H -3.2747 -11.2851 7.4240
H -2.2251 -10.9708 8.8456
H -2.3473 -8.5980 9.5820
H -3.8576 -7.9684 10.2422
H -2.4688 -7.1527 7.8532
H -4.0623 -6.4592 8.4851
H -3.8133 -8.2016 6.2653
H -5.1536 -7.1716 6.7668
H -5.2976 -10.0257 7.2118
H -5.9833 -8.9291 8.3991
Br -4.8435 0.1477 -8.2843
Br 1.8012 -7.1607 1.5083
Br -10.0533 -0.7522 2.9578

***

Entry 2:
57
Properties=species:S:1:pos:R:3 method="wB97M-V/def2-TZVPD" multiplicity=2 homo_energy_ev="-7.98 / -7.65" total_charge=0 max_force_ev_per_a=1.54 e_tot_ev=-87311.74673 orbital_gap_ev="7.975 / 7.700"
Fe 0.2476 0.5626 0.2508
C 5.5476 4.8793 4.0487
C 4.2290 4.2581 3.6761
C 4.1121 2.8885 3.4730
C 2.8962 2.3210 3.1161
C 1.7869 3.1321 2.9589
C 1.8769 4.5016 3.1698
C 3.0922 5.0546 3.5282
S 0.2592 2.4407 2.3955
O 0.3940 0.9933 2.5782
O -0.8225 3.0909 3.0872
N 0.3265 2.6649 0.8165
C -0.8068 2.9193 0.0626
C -1.7503 3.9283 0.2732
C -2.8126 4.0072 -0.6008
C -2.9183 3.1030 -1.6566
C -1.9436 2.1373 -1.7856
N -0.9026 2.0509 -0.9559
H 6.3020 4.1180 4.2427
H 5.4507 5.4983 4.9417
H 5.9151 5.5216 3.2460
H 4.9818 2.2531 3.5938
H 2.7977 1.2531 2.9755
H 0.9952 5.1200 3.0609
H 3.1652 6.1227 3.6974
H -1.6465 4.5905 1.1192
H -3.5692 4.7691 -0.4613
H -3.7436 3.1424 -2.3528
H -1.9852 1.3972 -2.5761
C 0.2501 -3.7316 -2.0917
C 0.3325 -2.5604 -1.1738
N 1.4078 -1.8885 -0.9559
O 2.4881 -2.2973 -1.7298
C -0.8553 -2.1287 -0.4329
C -1.9539 -3.0493 -0.0144
N -0.8460 -0.8745 -0.1639
O -1.6396 -0.2654 0.6525
H 1.2294 -4.0425 -2.4389
H -0.3688 -3.4738 -2.9531
H -0.2359 -4.5614 -1.5781
H 3.2165 -1.7343 -1.4362
H -2.5515 -3.3878 -0.8635
H -2.6030 -2.5192 0.6787
H -1.5496 -3.9322 0.4843
O 2.2949 0.4736 0.2309
B 1.8278 -0.8142 0.5804
O 2.9201 -1.6001 1.0061
C 4.0287 -0.8054 0.8380
C 5.3446 -1.1234 1.0870
C 6.2905 -0.1314 0.8200
C 5.9235 1.1149 0.3338
C 4.5873 1.4358 0.0853
C 3.6722 0.4474 0.3425
H 5.6248 -2.0934 1.4732
H 7.3365 -0.3418 0.9991
H 6.6874 1.8581 0.1487
H 4.2778 2.4083 -0.2707